[1]
C25H48P4PdS | ωB97M-V/def2-TZVPD

The geometry in XYZ format:
```
79
Properties=species:S:1:pos:R:3:forces:R:3
H -0.96816 -2.72919 2.97991 0.1640 0.0438 0.3108
C 1.13650 -1.06039 -4.56931 0.4346 -0.3589 -0.4192
H -2.07098 -3.95785 1.43500 -0.2720 0.0797 -0.2061
H -2.52153 0.99513 3.52449 -0.0080 -0.0786 0.0875
H 0.81189 1.65254 -6.37079 -0.1970 0.1354 0.3442
C 2.95235 1.11910 -3.68355 0.6049 0.3708 -0.5357
C -2.81362 6.32184 -1.12844 2.6992 1.9136 1.1475
P 1.28051 0.68519 -4.20554 -0.6387 0.0740 1.2619
C 0.37205 1.71895 -5.36099 0.3215 0.3174 -0.4841
C -3.89507 5.60184 -1.43885 -2.6406 -1.6039 -0.4548
H -0.02473 2.04175 3.75284 0.0004 -0.0537 -0.1876
H -3.16432 -4.21511 0.02604 0.0938 0.1046 0.1848
C -0.34966 -2.37822 3.81290 -0.0762 -0.4995 -0.0425
H -2.99779 2.16031 -0.75559 0.3755 0.2113 0.6874
P -1.28026 -2.81307 -0.52330 -1.1059 -2.0105 -0.0931
H 4.12244 -0.69995 0.93751 -0.3054 0.1067 -0.0860
H -2.58981 -3.59421 -2.40725 0.1821 0.1277 0.2143
C 0.87229 -2.81151 5.84632 0.1256 0.0718 -0.1170
C -2.55795 -3.48239 0.57223 -0.0097 0.3353 0.2479
H 1.26697 4.65507 -0.73063 -0.1991 -0.0700 0.1552
H -2.94630 -1.89081 -2.02103 0.0515 -0.1051 -0.0289
H -0.81347 -5.18656 -0.93038 -0.0973 0.3079 0.1016
C -0.21999 -4.26907 -0.82580 0.3468 0.1404 -0.0205
H 2.28520 -2.21694 2.84693 0.0355 -0.1652 -0.2498
H 2.92012 1.97191 -2.98060 -0.0245 -0.3075 -0.4680
H -0.13632 -4.34276 4.69211 0.0086 0.4328 0.1054
H 0.48652 -4.39728 0.00370 -0.1470 -0.1217 -0.2283
H 1.45680 -1.65867 -3.69985 0.0246 0.3165 -0.3731
C -2.14800 -2.63186 -2.11382 -0.0133 0.5113 -0.1505
H 3.11850 0.34797 -0.12223 0.0992 -0.0162 0.2631
H 1.18224 -3.49204 6.63319 -0.0029 0.0146 -0.1468
H 3.46604 -2.98693 -0.81822 -0.1638 0.3296 -0.0133
C -1.96278 3.90541 0.10560 -0.7991 0.8868 -0.8902
C 0.84877 -0.57952 4.91382 -0.0028 -0.0334 0.0791
H -4.22517 5.42751 -2.45860 0.0911 -0.0189 0.0275
H 0.38929 2.76691 -5.01269 0.1078 -0.4263 -0.2063
H -2.59814 6.52646 -0.06902 -0.3081 0.2192 -0.6235
H 1.74780 -3.62748 1.89997 0.2592 0.0617 0.1430
H 3.60229 1.39285 -4.54469 -0.3127 -0.2578 0.6060
H 1.14482 0.47008 4.94467 0.0417 -0.3718 0.2010
C 0.36526 2.72245 -0.96957 -0.1432 0.5025 -0.2088
H 1.90431 -1.10694 6.72790 -0.3843 -0.2350 -0.3622
H 0.09707 -1.31467 -4.78773 0.0635 0.1104 -0.1366
C 3.11386 -0.29085 0.77015 -0.0957 0.3490 -0.1488
C -2.31095 0.38567 2.64409 -0.2023 0.0972 -0.3109
C 1.26619 -1.47235 5.91262 -0.1137 0.5531 -0.3620
H -2.13682 6.78626 -1.85692 -0.3759 -0.2579 0.1407
C 0.10912 -3.27957 4.77135 -0.2682 0.1349 -0.0576
C -2.04651 2.66060 -0.52172 0.1437 -0.6002 -0.3574
H 1.79542 -3.20547 -1.32605 0.3448 0.2530 0.1156
H 1.26534 2.21666 -1.36188 -0.5162 0.4565 0.4382
H -2.64789 0.92161 1.74714 0.0489 -0.0676 0.1971
C -0.87372 2.04222 -1.01452 -0.2836 0.4008 0.3975
H 3.38432 0.25163 -3.14905 -0.1870 0.3512 -0.3814
H 1.38364 1.44743 2.81972 -0.2171 0.2130 0.0391
H -0.78810 5.75671 0.06840 0.2508 -0.5854 0.5441
H 3.45655 -3.06222 1.77399 -0.4022 0.1228 -0.0501
H 1.76728 -1.30570 -5.44533 -0.3357 -0.0669 0.3969
H 2.63390 -1.72643 -1.80034 0.0877 -0.0941 0.3048
H 0.54518 0.80813 -2.97346 0.6905 -0.0188 -1.0758
P -0.53427 0.06736 2.50659 -0.7479 -0.7845 2.4543
H -3.18448 -2.64568 0.91001 -0.0283 -0.3880 0.0143
H 0.07750 2.33361 1.97873 0.0608 -0.0873 0.2637
Pd -0.29934 -0.95934 0.47539 0.6740 0.8780 -1.3357
H -1.46694 -2.30621 -2.90647 -0.0564 -0.0647 0.1180
C 0.30323 1.62894 2.79065 0.3500 0.2798 -0.5318
H -4.52358 5.22016 -0.62862 0.0186 0.1179 -0.3996
H -2.86191 -0.55679 2.69896 0.0887 0.0907 0.1111
P 1.92913 -1.64487 0.52513 1.5202 -0.3363 0.1369
H -2.85445 4.33701 0.58486 0.5533 -0.3188 -0.0262
C 2.51594 -2.45822 -0.99013 0.0411 -0.2540 -0.3042
S -1.00310 0.47842 -1.68831 -0.5185 -0.9093 0.9366
H 2.82240 0.30468 1.64454 0.1849 -0.1228 -0.2230
H 0.33256 -4.12642 -1.76247 -0.2075 -0.1984 0.2253
C -0.00211 -1.02396 3.88319 0.1822 0.3092 -0.6091
C -0.80155 4.67609 -0.09390 0.8116 -0.2448 -0.0525
H -0.67877 1.38735 -5.40961 0.4404 -0.0499 0.0947
C 0.36205 4.06418 -0.59697 0.1662 0.0132 -0.1326
C 2.40490 -2.75049 1.89357 -0.3812 -0.1627 -0.0054
```
Positions in Å, forces in eV/Å.

## Properties
**2S+1**: 5
**Energy above the lowest of the compared OMol25 structures with the same formula, charge and spin**: 11.9 kcal per mole
**HOMO energy (alpha / beta)**: -18.14 / -18.75 eV
**Gap between HOMO and LUMO (alpha / beta)**: 7.603 / 3.696 eV
**Total charge**: +4

These are the Mulliken partial charges, in e, on atoms 1 to 4: H 0.114; C -0.933; H 0.366; H 0.463

---

[2]
C25H49AsGeN4O3S2V | ωB97M-V/def2-TZVPD

The geometry in XYZ format:
```
86
Properties=species:S:1:pos:R:3:forces:R:3
C -4.10660 -0.15206 -1.73851 -0.0065 0.0075 0.0236
C 2.05366 1.84086 2.28348 0.0162 0.0480 0.0171
N -2.87610 0.04913 2.93634 -0.0432 -0.1432 0.0019
H 3.63942 1.73204 -3.35526 -0.0003 -0.0114 0.0099
C -5.30234 -0.48485 2.88712 -0.0375 -0.0439 -0.0043
H -2.52423 -0.45673 3.73509 -0.0009 0.0340 0.0169
H 3.67075 -1.33645 -2.90478 0.0219 0.0036 0.0087
C -2.24067 4.37617 -0.95824 -0.0528 0.0437 -0.0554
H 1.03043 4.48084 1.35228 0.0252 0.0374 0.0022
H 2.93275 -1.27506 3.48979 -0.0098 0.0064 0.0063
H 0.20130 -3.83942 1.74205 0.0039 -0.0045 -0.0439
H 0.91548 -1.85075 -5.16921 -0.0124 -0.0030 -0.0034
H -1.25239 2.62062 2.50606 0.0307 -0.0348 0.0708
H -4.41738 0.79536 -1.30045 -0.0007 0.0039 0.0129
H -1.31010 -3.27590 -0.34033 0.0172 -0.0118 0.0212
As -0.97271 3.55015 0.20600 -0.1141 -0.1325 -0.1127
C 4.24123 1.30314 -0.73989 0.0412 0.0570 0.0566
H 5.10197 1.71769 -1.26682 -0.0259 -0.0182 -0.0098
H -4.40127 -0.18025 -2.78247 -0.0129 0.0107 0.0263
H -4.35554 1.35792 2.27970 -0.0242 -0.0165 0.0118
H -6.29518 -0.04769 2.99169 0.0192 0.0046 -0.0018
C -2.30588 -0.25089 1.76192 -0.0586 0.0783 0.0340
H -2.72024 2.39311 1.51544 0.0559 0.0676 0.0158
C 0.14372 -1.53722 -4.48028 0.1538 -0.0238 0.0309
H -0.22239 5.73394 1.11094 0.0417 0.0226 0.0110
H -1.72658 4.65526 -1.87517 -0.0399 0.0175 -0.0325
O 1.03838 -2.14867 -0.24927 -0.1237 -0.7253 -0.0282
C 0.30154 4.89250 0.65904 0.0702 0.1017 0.0118
C 0.97292 -4.20230 1.06105 -0.0263 -0.0771 0.1008
C -1.72928 -0.74321 -2.66508 -0.1108 0.1785 0.4820
H 2.90166 -4.00773 -0.86174 -0.0057 0.0038 0.0230
H -5.19540 -1.25685 3.65011 0.0017 0.0175 -0.0116
H 1.75816 -5.24067 -1.38019 0.0060 0.0107 -0.0030
C 1.89679 -4.16550 -1.25948 0.0447 -0.0581 -0.0634
C -4.24120 0.59076 3.04280 0.1092 0.0084 0.0026
H -0.81040 -4.89988 -0.79760 -0.0004 0.0030 -0.0293
H 5.08931 -0.29064 -2.83724 -0.0290 0.0203 0.0042
H 1.06216 0.89858 4.65165 -0.0126 0.0097 -0.0084
H -4.64016 -0.93861 -1.20078 -0.0069 0.0027 -0.0046
H 1.15819 2.25244 1.82738 -0.0926 0.0480 -0.0280
C 3.41540 0.43005 -1.67001 -0.1371 -0.1085 0.1483
C -0.55534 -3.84392 -0.89125 -0.1266 -0.0863 -0.0285
H -2.34300 3.99775 2.20323 0.0068 -0.0082 0.0527
H 1.95082 -3.98032 1.49297 0.0129 -0.0003 -0.0210
O 1.35825 -0.36252 1.52010 -0.2439 0.1891 0.3119
H -5.24206 -0.95512 1.90443 0.0136 0.0110 0.0214
C -2.64227 -0.33737 -1.56600 0.2293 -0.0816 -0.5962
H -2.65273 5.26059 -0.47358 -0.0164 0.0022 -0.0248
H 3.63873 2.13201 -0.36878 -0.0011 0.0066 -0.0161
H 2.19830 2.06553 -2.39219 0.0103 0.0114 0.0134
H -0.19652 0.82374 3.41582 -0.0004 -0.0079 0.0054
H -0.61435 -3.58040 -1.94824 0.0129 0.0224 0.0148
C 2.83038 1.27288 -2.78537 -0.0433 0.0277 -0.1325
H 0.88026 -5.28753 1.00371 0.0043 0.0071 0.0197
C 0.83354 -3.60571 -0.32910 0.0144 0.3538 0.0207
S 0.03477 1.98422 -0.82146 0.1737 0.1979 -0.1162
H 2.32048 2.43975 3.15606 0.0092 -0.0100 -0.0108
H 2.86053 1.90745 1.55733 0.0043 -0.0189 0.0060
N -2.02649 -0.18426 -0.45271 -0.7958 0.0187 0.4270
H -4.30808 1.07941 4.01328 -0.0177 -0.0080 0.0122
H 0.79604 5.20721 -0.25736 0.0462 0.0310 0.0183
O 2.31280 -0.17614 -0.90730 -0.1997 0.3461 -0.4168
H 2.24352 0.66967 -3.48002 0.0148 0.0262 0.0079
N -2.79901 0.20424 0.64068 0.3772 -0.3959 -0.3240
C 1.80108 0.40539 2.70023 0.0750 -0.1257 -0.2627
C 0.47568 -1.26035 -3.16296 -0.2258 0.0364 0.0952
H 3.91095 -0.13585 2.54818 -0.0007 0.0274 -0.0018
N -0.43946 -0.86401 -2.27486 -0.2630 -0.2209 -0.7391
C 3.07803 -0.22087 3.24765 0.0175 -0.0460 0.0622
H 4.62624 0.73266 0.11097 -0.0068 -0.0080 -0.0200
H 4.70322 -1.31892 -1.46592 0.0079 0.0215 0.0104
H -3.03387 3.66563 -1.17983 -0.0132 0.0066 -0.0241
C 4.26492 -0.69530 -2.24877 0.0326 -0.0641 -0.0596
C 0.72458 0.35350 3.76960 -0.0705 0.0027 0.0652
H 3.37050 0.30052 4.16013 -0.0210 -0.0142 -0.0085
C -1.92462 3.08066 1.78867 -0.1085 0.0844 0.0963
Ge 2.68197 -1.39450 0.43715 0.0806 -0.2234 0.1042
H 1.48147 -1.35064 -2.78329 0.0109 -0.0198 0.0053
S -0.90271 -1.32739 1.74112 -0.2873 -0.0971 0.0754
C -2.12880 -1.00816 -3.95194 0.0075 -0.0748 -0.2490
H 0.51631 -0.67494 4.06521 0.0232 0.0138 0.0207
V -0.00280 -0.45042 -0.33285 1.7539 0.6240 0.9249
H -3.16574 -0.91272 -4.23562 0.0209 -0.0155 -0.0463
H -1.46022 -1.62945 -5.89864 0.0062 0.0100 0.0114
C -1.17020 -1.41132 -4.87929 -0.1817 0.0190 -0.0255
H 1.83567 -3.70388 -2.24635 -0.0168 -0.0050 0.0105
```
Positions in Å, forces in eV/Å.

## Properties
**2S+1**: 4
**Energy above the lowest of the compared OMol25 structures with the same formula, charge and spin**: 0.0 kcal per mole
**HOMO energy (alpha / beta)**: -13.87 / -13.80 eV
**Gap between HOMO and LUMO (alpha / beta)**: 7.912 / 5.437 eV
**Total charge**: +2

These are the Mulliken partial charges, in e, on atoms 1 to 4: C -1.820; C -1.349; N 0.007; H 0.561